Molecular formula: C19H8BrCl2NNiO4S4
Method: DFT, the ωB97M-V functional and the def2-TZVPD basis

F_max (eV/Å): 0.35
HOMO level (alpha / beta) (eV): -1.21 / -1.20
Gap between HOMO and LUMO (alpha / beta) (eV): 5.281 / 5.270

```
! wB97M-V def2-TZVPD RIJCOSX def2/J DEFGRID3
* xyz -2 3
Ni -0.97 0.05 0.47
Cl -1.30 3.90 3.71
C 0.05 2.85 3.38
C 1.28 3.13 3.99
C 2.38 2.33 3.79
Cl 3.89 2.72 4.59
C 2.29 1.20 2.95
C 3.34 0.30 2.67
C 3.13 -0.77 1.85
C 1.85 -0.95 1.28
N 0.87 -0.11 1.51
C 1.05 0.94 2.33
C -0.14 1.75 2.53
O -1.23 1.42 1.98
H 1.35 3.99 4.64
H 4.31 0.47 3.12
H 3.91 -1.48 1.64
H 1.63 -1.79 0.63
O -3.53 5.31 -2.79
C -3.05 4.31 -2.31
S -1.32 4.05 -2.06
C -1.42 2.43 -1.39
C -2.65 1.91 -1.24
S -3.02 0.31 -0.63
S -3.99 2.93 -1.75
S 0.09 1.63 -0.98
Br -1.45 -5.90 -1.71
C -0.92 -4.19 -2.36
C -0.81 -4.12 -3.75
C -0.47 -2.92 -4.36
C -0.24 -1.80 -3.59
C -0.36 -1.89 -2.21
C -0.69 -3.08 -1.56
C -0.76 -3.09 -0.03
O -0.52 -4.15 0.55
O -0.98 -1.97 0.53
H -1.02 -5.00 -4.33
H -0.40 -2.88 -5.44
H 0.00 -0.84 -4.03
H -0.21 -0.98 -1.63
*
```

These are the Mulliken partial charges, in e, on atoms 1 to 8:
1 Ni 1.387
2 Cl -0.264
3 C 0.339
4 C -0.672
5 C 0.646
6 Cl -0.325
7 C 0.306
8 C -0.724